Here is a single C5H9NO molecule from OMol25. Energies are from ωB97M-V/def2-TZVPD.

The spin multiplicity is 1. Its LUMO energy is 0.74 eV. The SMILES is C[C@@H](O)[C@@H](C)C#N. The value obtained for the highest occupied orbital energy is -10.8 eV. The value obtained for the energy relative to the best compared isomer or geometry (same formula, charge and spin) is 21.8 kcal/mol.

Geometry as XYZ:
```
16
Properties=species:S:1:pos:R:3:forces:R:3:nbo_charge:R:1
C -1.0570 -0.4581 -1.1362 0.007 -0.020 -0.044 -0.657
C -0.9336 -0.0525 0.3268 -0.039 0.234 -0.215 0.121
O -1.0894 -1.1525 1.2075 -0.050 -0.228 -0.096 -0.717
C 0.4220 0.6088 0.6677 0.023 -0.024 0.067 -0.346
C 1.6309 -0.2517 0.2877 0.066 -0.069 -0.035 -0.602
C 0.4982 1.9393 0.0476 0.010 0.892 -0.445 0.289
N 0.5386 2.9776 -0.4622 -0.030 -1.022 0.484 -0.330
H -0.8026 0.3799 -1.7947 -0.064 -0.118 0.109 0.237
H -2.0824 -0.7691 -1.3658 0.165 0.054 0.078 0.224
H -0.3821 -1.2912 -1.3718 -0.091 0.143 0.054 0.207
H -1.7185 0.6800 0.5599 0.098 -0.103 -0.022 0.179
H -1.2271 -1.9511 0.6858 0.004 0.100 0.116 0.474
H 0.4098 0.7536 1.7544 0.049 0.032 -0.127 0.255
H 2.5622 0.1917 0.6508 -0.168 -0.042 -0.028 0.226
H 1.7149 -0.3639 -0.7978 -0.017 0.032 0.171 0.213
H 1.5161 -1.2409 0.7401 0.035 0.139 -0.067 0.226
```
Forces are in eV/Å.